Density functional theory data (ωB97M-V/def2-TZVPD) for a molecular structure, C60H50F12Na2 in a non-equilibrium geometry.

Each line ends with the Mulliken charge.
Atoms and positions in Å:
Na1 -1.56 0.44 0.44  0.48
Na2 0.67 2.22 -0.95  0.79
F1 0.31 1.65 0.91  -0.61
F2 -1.21 1.58 -1.55  -0.82
F3 -5.94 2.92 -2.32  -0.37
C1 -5.24 3.36 -1.29  0.65
C2 -3.92 3.04 -1.19  -0.49
C3 -3.17 3.52 -0.13  -0.11
C4 -3.82 4.19 0.90  -0.88
C5 -5.27 4.47 0.81  -0.61
C6 -5.93 4.07 -0.31  -0.48
H1 -3.39 2.46 -1.97  0.08
H2 -2.12 3.36 -0.12  1.14
H3 -3.27 4.83 1.66  0.29
H4 -5.79 5.00 1.61  0.42
H5 -6.99 4.29 -0.39  0.44
F4 2.53 -5.06 -5.93  -0.35
C7 1.95 -4.57 -4.78  0.28
C8 1.42 -3.30 -4.85  -0.49
C9 0.68 -2.86 -3.76  -0.41
C10 0.64 -3.61 -2.56  0.89
C11 1.26 -4.81 -2.49  -0.55
C12 1.92 -5.32 -3.59  -0.90
H6 1.56 -2.67 -5.75  0.56
H7 0.15 -1.90 -3.79  0.25
H8 0.13 -3.23 -1.67  -0.36
H9 1.17 -5.48 -1.70  0.64
H10 2.28 -6.35 -3.53  0.42
F5 5.59 1.67 -1.89  -0.42
C13 4.83 0.73 -1.37  -0.32
C14 3.84 1.19 -0.49  -0.13
C15 3.03 0.17 0.01  -0.13
C16 3.13 -1.17 -0.44  -0.13
C17 4.16 -1.55 -1.28  -0.39
C18 4.98 -0.57 -1.83  -0.37
H11 3.73 2.24 -0.22  0.78
H12 2.17 0.38 0.71  0.17
H13 2.28 -1.84 -0.02  0.14
H14 4.31 -2.54 -1.67  0.48
H15 5.74 -0.80 -2.61  0.40
F6 -1.17 -1.81 1.95  0.28
C19 -0.64 -1.66 3.26  0.63
C20 0.03 -0.54 3.66  -0.14
C21 0.50 -0.50 4.99  -0.06
C22 0.26 -1.53 5.91  -0.99
C23 -0.44 -2.68 5.38  -0.62
C24 -0.84 -2.74 4.05  -0.40
H16 0.11 0.37 3.01  -0.05
H17 1.09 0.37 5.24  0.31
H18 0.54 -1.53 6.96  0.45
H19 -0.72 -3.47 6.07  0.39
H20 -1.52 -3.58 3.61  0.24
F7 -0.94 -1.52 -0.98  -0.05
C25 -1.99 -1.82 -1.78  1.18
C26 -2.37 -3.16 -1.71  -0.22
C27 -3.25 -3.62 -2.67  -0.91
C28 -3.76 -2.79 -3.76  -1.17
C29 -3.35 -1.46 -3.69  -0.33
C30 -2.42 -0.96 -2.75  -0.46
H21 -1.98 -3.87 -1.00  0.53
H22 -3.53 -4.65 -2.59  0.43
H23 -4.52 -3.10 -4.38  0.51
H24 -3.74 -0.67 -4.38  0.34
H25 -2.13 0.06 -2.59  0.31
F8 2.01 2.68 -3.07  -0.32
C31 2.85 1.86 -3.82  0.88
C32 3.94 2.48 -4.33  -1.03
C33 4.72 1.74 -5.24  -0.19
C34 4.41 0.43 -5.58  -1.14
C35 3.23 -0.13 -5.03  0.05
C36 2.35 0.62 -4.19  -0.44
H26 4.15 3.46 -4.06  0.57
H27 5.65 2.22 -5.53  0.34
H28 4.97 -0.13 -6.26  0.54
H29 3.05 -1.18 -5.18  0.25
H30 1.42 0.27 -3.79  0.45
F9 0.64 4.50 -0.13  -0.06
C37 -0.14 5.58 0.18  0.32
C38 -0.15 6.30 1.36  -0.43
C39 -1.08 7.30 1.56  -0.52
C40 -1.98 7.55 0.54  -0.63
C41 -1.92 6.89 -0.68  -0.56
C42 -1.01 5.87 -0.82  -0.09
H31 0.56 6.08 2.18  0.37
H32 -1.22 7.61 2.60  0.35
H33 -2.70 8.34 0.57  0.37
H34 -2.44 7.22 -1.55  0.47
H35 -0.96 5.33 -1.77  0.40
F10 -0.98 -4.80 0.87  -0.27
C43 0.26 -5.38 1.04  0.68
C44 0.40 -6.69 1.41  -1.04
C45 1.67 -7.09 1.69  -0.32
C46 2.80 -6.31 1.43  -0.83
C47 2.60 -5.01 0.95  -0.47
C48 1.32 -4.49 0.82  0.41
H36 -0.34 -7.47 1.39  0.45
H37 1.93 -8.05 2.12  0.35
H38 3.81 -6.64 1.54  0.48
H39 3.43 -4.40 0.81  0.58
H40 1.03 -3.46 0.70  -0.06
F11 -3.69 -3.02 3.16  -0.46
C49 -4.10 -1.89 2.47  0.81
C50 -4.01 -1.91 1.16  -0.69
C51 -4.44 -0.73 0.47  -0.18
C52 -4.96 0.36 1.12  -0.52
C53 -4.92 0.29 2.56  -0.32
C54 -4.57 -0.86 3.25  -0.72
H41 -3.49 -2.71 0.74  0.53
H42 -4.41 -0.70 -0.61  0.42
H43 -5.32 1.24 0.58  0.38
H44 -5.31 1.16 3.12  0.36
H45 -4.61 -0.91 4.34  0.46
F12 5.12 2.09 2.86  -0.30
C55 4.03 2.39 3.64  0.58
C56 4.22 2.81 5.01  -0.58
C57 3.09 3.22 5.73  -0.36
C58 1.87 3.24 5.07  -0.74
C59 1.66 2.71 3.82  -0.50
C60 2.80 2.44 3.03  0.32
H46 5.23 2.57 5.49  0.29
H47 3.15 3.58 6.72  0.45
H48 1.02 3.54 5.72  0.31
H49 0.66 2.66 3.38  0.56
H50 2.68 2.06 1.99  -0.13

Values from the calculation:
Net charge   0
Orbital gap   9.117 eV
Total energy   -3839.37426 Ha
Largest force on an atom   4.81 eV Å⁻¹
LUMO energy   0.246 eV

***

Density functional theory data (ωB97M-V/def2-TZVPD) for a molecular structure, C60H50MgNO2P2Si in a non-equilibrium geometry.

Each line ends with the Mulliken charge.
Atoms and positions in Å:
Mg1 -0.27 -0.39 -0.18  1.93
O1 -2.98 0.69 1.23  0.36
C1 -3.66 1.61 0.51  -0.57
C2 -5.00 1.68 0.64  0.01
C3 -5.81 2.51 -0.20  -1.14
C4 -5.10 3.24 -1.17  -0.77
C5 -3.67 3.15 -1.31  -0.21
C6 -3.01 2.31 -0.42  -0.39
P1 -1.12 2.08 -0.66  1.75
C7 -0.38 2.54 0.95  -0.27
C8 0.88 1.94 1.22  0.39
C9 1.49 2.20 2.47  -0.55
C10 0.85 2.99 3.43  -1.25
C11 -0.34 3.64 3.12  -0.92
C12 -0.94 3.37 1.91  0.06
C13 -0.60 3.36 -1.90  0.38
C14 -0.53 3.10 -3.23  0.32
C15 -0.05 4.05 -4.10  -0.55
C16 0.33 5.27 -3.68  -0.82
C17 0.21 5.56 -2.33  -0.65
C18 -0.29 4.63 -1.43  -0.55
C19 -2.62 1.02 2.61  -0.03
C20 -3.17 2.10 3.29  -0.58
C21 -2.79 2.32 4.56  -0.77
C22 -1.87 1.50 5.20  -1.14
C23 -1.40 0.35 4.50  -0.86
C24 -1.67 0.17 3.15  0.03
P2 -0.78 -1.15 2.26  2.64
C25 0.50 -1.74 3.49  -0.19
C26 0.17 -2.62 4.49  0.01
C27 1.16 -2.91 5.43  -0.89
C28 2.42 -2.41 5.33  -0.67
C29 2.75 -1.48 4.34  -1.48
C30 1.75 -1.23 3.35  -0.49
C31 -2.04 -2.42 2.16  0.14
C32 -3.42 -2.22 2.28  -0.37
C33 -4.28 -3.33 2.18  -1.11
C34 -3.72 -4.60 2.13  -0.54
C35 -2.39 -4.81 2.02  -0.61
C36 -1.57 -3.71 2.01  -0.37
H1 -5.39 1.14 1.49  0.50
H2 -6.85 2.57 -0.09  0.59
H3 -5.69 3.76 -1.95  0.36
H4 -3.08 3.63 -2.15  0.45
H5 1.31 1.30 0.47  -0.39
H6 2.43 1.72 2.65  0.65
H7 1.35 3.29 4.37  0.38
H8 -0.82 4.36 3.77  0.54
H9 -1.86 3.80 1.58  0.81
H10 -0.82 2.12 -3.58  0.07
H11 -0.02 3.84 -5.21  0.34
H12 0.78 6.07 -4.25  0.40
H13 0.37 6.57 -2.03  0.47
H14 -0.40 4.95 -0.35  0.11
H15 -3.77 2.72 2.67  0.57
H16 -3.12 3.24 5.07  0.40
H17 -1.56 1.70 6.22  0.47
H18 -0.73 -0.35 5.02  0.47
H19 -0.85 -3.05 4.65  0.41
H20 0.93 -3.54 6.19  0.62
H21 3.21 -2.59 6.00  0.50
H22 3.77 -1.09 4.25  0.42
H23 2.08 -0.62 2.55  1.33
H24 -3.88 -1.30 2.49  0.42
H25 -5.32 -3.21 2.26  0.57
H26 -4.29 -5.57 2.27  0.28
H27 -2.03 -5.86 2.01  0.40
H28 -0.46 -3.85 1.84  0.31
O2 1.17 -1.38 -0.80  1.00
Si1 2.61 -1.43 -1.48  -1.04
C37 2.38 -2.22 -3.21  0.45
C38 1.93 -3.52 -3.28  -0.29
C39 1.59 -4.05 -4.59  -0.72
C40 1.66 -3.27 -5.68  -0.61
C41 2.25 -2.02 -5.62  -0.68
C42 2.57 -1.51 -4.37  -0.26
C43 3.15 0.39 -1.53  0.29
C44 4.29 0.71 -0.80  -0.84
C45 4.61 2.03 -0.46  -1.06
C46 3.86 3.07 -0.99  -0.62
C47 2.82 2.82 -1.80  -0.67
C48 2.45 1.45 -2.09  0.40
C49 3.81 -2.47 -0.48  0.12
C50 3.53 -2.68 0.93  -0.05
C51 4.43 -3.52 1.62  -0.37
C52 5.48 -4.12 1.00  -0.49
C53 5.72 -3.94 -0.39  -0.80
C54 4.92 -3.12 -1.05  -0.61
H29 1.77 -4.20 -2.47  0.49
H30 1.14 -5.03 -4.74  0.37
H31 1.36 -3.66 -6.60  0.49
H32 2.52 -1.42 -6.51  0.37
H33 3.06 -0.55 -4.42  0.39
H34 4.98 -0.01 -0.52  0.73
H35 5.47 2.21 0.09  0.62
H36 4.15 4.15 -0.73  0.26
H37 2.31 3.47 -2.44  0.63
H38 1.56 1.34 -2.69  0.55
H39 2.67 -2.36 1.38  0.35
H40 4.34 -3.63 2.76  0.21
H41 6.07 -4.88 1.55  0.33
H42 6.60 -4.38 -0.76  0.47
H43 5.09 -2.91 -2.09  0.46
N1 -2.13 -1.17 -0.97  -0.94
C55 -2.17 -0.84 -2.36  -0.16
C56 -3.05 0.22 -2.74  -0.54
C57 -2.87 0.75 -4.02  -0.79
C58 -2.02 0.18 -4.91  -0.95
C59 -1.28 -0.97 -4.57  -0.50
C60 -1.34 -1.40 -3.26  0.13
H44 -2.18 -2.23 -0.85  0.41
H45 -2.97 -0.88 -0.44  0.05
H46 -3.73 0.72 -2.07  0.79
H47 -3.54 1.45 -4.44  0.54
H48 -2.07 0.46 -5.91  0.56
H49 -0.61 -1.52 -5.21  0.41
H50 -0.73 -2.22 -2.93  0.40

Values from the calculation:
Net charge   +1
Orbital gap   8.606 eV
Total energy   -3693.82334 Ha
Largest force on an atom   5.14 eV Å⁻¹
LUMO energy   -2.003 eV